Record 1
{
  "formula": "C5H10N3OS",
  "method": "ωB97M-V/def2-TZVPD",
  "elements": ["C", "C", "C", "C", "C", "N", "N", "N", "O", "S", "H", "H", "H", "H", "H", "H", "H", "H", "H", "H"],
  "positions_angstrom": [[0.42467, -0.88874, -0.11066], [-1.19154, 0.46560, 1.81286], [0.87559, 0.54190, -0.67806], [-1.39331, 0.37009, -0.50058], [1.59109, 0.58797, -2.07231], [-0.92326, -0.95756, -0.50750], [1.25289, -1.98332, -0.27129], [-1.83744, 1.26623, 2.58917], [-0.41760, 1.18098, -0.78840], [0.12080, -0.53532, 2.00123], [1.35434, 1.03984, 0.16477], [-2.50372, 0.76750, -0.48429], [1.91081, -0.47796, -2.17874], [2.43682, 1.23482, -2.11316], [0.76147, 0.79979, -2.77893], [-1.32141, -1.87873, -0.37572], [2.19018, -1.73923, 0.03650], [1.03617, -2.73391, 0.40399], [-2.71915, 1.81162, 2.28773], [-1.64739, 1.12841, 3.56341]],
  "gap_ev": 9.3396,
  "relative_energy_kj_mol": 162.9,
  "mol_weight_g_mol": 160.222,
  "total_charge": 1,
  "e_lumo_ha": -0.1104,
  "fmax_ev_per_a": 3.425
}

=====

Record 2
{
  "formula": "C5H10N4",
  "method": "ωB97M-V/def2-TZVPD",
  "elements": ["C", "C", "C", "C", "C", "H", "H", "H", "H", "H", "H", "H", "H", "H", "H", "N", "N", "N", "N"],
  "positions_angstrom": [[0.24660, 0.55211, 0.61766], [1.74520, 0.33194, 0.66400], [2.00620, -0.94209, -0.25401], [-0.13751, -0.91360, 0.17319], [-2.85963, 0.33065, -0.04273], [0.08954, 2.35381, -0.46899], [-0.09363, 0.67279, -1.33476], [-0.24853, 1.21544, 1.48632], [2.19738, 1.15534, -0.19202], [2.65122, 0.75256, 1.83630], [2.05710, -0.55189, -1.47777], [3.13193, -1.55610, -0.04037], [-1.37147, -2.49340, 0.09624], [-2.33824, 0.96135, -1.09793], [-3.72127, 0.96064, 0.14380], [-0.24881, 1.32968, -0.45200], [0.80423, -1.64135, -0.21780], [-1.37061, -1.55414, 0.11904], [-2.53971, -0.96374, 0.44184]],
  "gap_ev": 8.5402,
  "relative_energy_kj_mol": 871.4,
  "mol_weight_g_mol": 126.163,
  "total_charge": 0,
  "e_lumo_ha": 0.0242,
  "fmax_ev_per_a": 7.140
}

=====

Record 3
{
  "formula": "C5H10N4",
  "method": "ωB97M-V/def2-TZVPD",
  "elements": ["C", "C", "C", "C", "N", "N", "C", "N", "N", "H", "H", "H", "H", "H", "H", "H", "H", "H", "H"],
  "positions_angstrom": [[1.97772, -1.47077, 1.72066], [1.77136, -0.16162, 1.71913], [0.80410, 0.56796, 0.89028], [0.23603, 1.90212, 1.45825], [0.50150, 0.19597, -0.31174], [-0.29879, 1.02339, -0.98910], [-1.42185, 0.60177, -1.50818], [-1.97689, -0.66557, -1.44463], [-1.16386, -1.79094, -1.45131], [2.78610, -1.91095, 2.32370], [1.33983, -2.14031, 1.13779], [2.34330, 0.48473, 2.36952], [-0.44626, 2.39722, 0.70229], [1.00911, 2.60351, 1.65867], [-0.37092, 1.68358, 2.32020], [-2.05167, 1.31124, -2.01468], [-2.98624, -0.84367, -1.60054], [-0.39055, -1.64225, -0.78826], [-0.87060, -1.91981, -2.41211]],
  "gap_ev": 9.0672,
  "relative_energy_kj_mol": 338.6,
  "smiles": "C=C/C(C)=N/N=C\\NN",
  "mol_weight_g_mol": 126.163,
  "total_charge": 0,
  "e_lumo_ha": 0.0308,
  "fmax_ev_per_a": 3.201
}